{
  "formula": "C46H41FNO2P2PdS",
  "method": "ωB97M-V/def2-TZVPD",
  "symbols": ["Pd", "O", "S", "C", "C", "C", "C", "C", "C", "P", "C", "C", "C", "C", "C", "C", "C", "C", "C", "C", "C", "C", "C", "C", "C", "C", "C", "C", "P", "C", "C", "C", "C", "C", "C", "C", "C", "C", "C", "C", "C", "H", "H", "H", "H", "H", "H", "H", "H", "H", "H", "H", "H", "H", "H", "H", "H", "H", "H", "H", "H", "H", "H", "H", "H", "H", "H", "H", "H", "C", "N", "C", "C", "O", "H", "H", "H", "H", "H", "H", "H", "F", "C", "C", "C", "C", "C", "C", "C", "H", "H", "H", "H", "H", "H"],
  "coordinates": [[-0.124, 0.321, -0.679], [-1.543, 2.245, -3.222], [-1.682, 1.748, -1.844], [-1.622, 3.188, -0.760], [-2.706, 4.036, -0.580], [-2.533, 5.235, 0.092], [-1.280, 5.592, 0.566], [-0.203, 4.735, 0.399], [-0.359, 3.518, -0.255], [1.024, 2.312, -0.346], [2.111, 2.961, -1.641], [3.456, 2.592, -1.672], [4.269, 3.026, -2.707], [3.745, 3.814, -3.723], [2.404, 4.164, -3.707], [1.586, 3.740, -2.670], [1.868, 2.552, 1.240], [1.410, 1.809, 2.324], [1.967, 1.986, 3.581], [3.003, 2.893, 3.757], [3.473, 3.628, 2.677], [2.904, 3.465, 1.422], [-3.352, 1.137, -1.615], [-4.401, 1.815, -2.223], [-5.694, 1.365, -2.028], [-5.926, 0.241, -1.240], [-4.866, -0.471, -0.705], [-3.555, -0.047, -0.909], [-2.114, -1.118, -0.559], [-2.273, -2.322, -1.912], [-3.251, -3.314, -1.952], [-3.348, -4.157, -3.049], [-2.489, -4.007, -4.128], [-1.532, -2.999, -4.114], [-1.429, -2.167, -3.011], [-2.563, -1.931, 0.999], [-2.558, -3.309, 1.173], [-2.851, -3.859, 2.415], [-3.133, -3.039, 3.495], [-3.113, -1.656, 3.336], [-2.827, -1.110, 2.098], [-3.685, 3.769, -0.946], [-3.380, 5.891, 0.243], [-1.142, 6.534, 1.081], [0.764, 5.008, 0.800], [3.854, 1.953, -0.895], [5.314, 2.745, -2.724], [4.382, 4.150, -4.531], [1.988, 4.768, -4.502], [0.538, 4.013, -2.677], [0.613, 1.085, 2.178], [1.598, 1.411, 4.421], [3.443, 3.029, 4.736], [4.279, 4.337, 2.812], [3.273, 4.045, 0.585], [-4.194, 2.668, -2.857], [-6.522, 1.886, -2.489], [-6.939, -0.101, -1.075], [-5.054, -1.375, -0.139], [-3.945, -3.442, -1.130], [-4.104, -4.930, -3.063], [-2.572, -4.667, -4.981], [-0.873, -2.860, -4.960], [-0.686, -1.376, -3.004], [-2.303, -3.967, 0.351], [-2.846, -4.934, 2.536], [-3.362, -3.471, 4.459], [-3.326, -1.008, 4.176], [-2.816, -0.030, 1.978], [6.293, -0.949, 2.266], [4.896, -0.778, 1.919], [3.915, -1.073, 2.943], [4.526, -0.273, 0.731], [3.379, -0.045, 0.377], [6.446, -1.930, 2.716], [6.619, -0.185, 2.976], [6.907, -0.883, 1.369], [4.088, -0.453, 3.825], [3.977, -2.124, 3.231], [2.927, -0.857, 2.547], [5.384, -0.085, 0.067], [-0.151, -6.399, 2.235], [0.163, -5.331, 1.481], [0.106, -5.450, 0.100], [0.409, -4.349, -0.673], [0.783, -3.120, -0.078], [1.136, -1.994, -0.842], [0.811, -3.053, 1.336], [0.512, -4.149, 2.114], [-0.169, -6.398, -0.343], [0.375, -4.423, -1.753], [1.229, -2.062, -1.917], [1.629, -1.159, -0.330], [1.089, -2.117, 1.806], [0.530, -4.108, 3.194]],
  "forces_ev_per_a": [[-0.8, -0.3, -0.1], [-0.1, 0.0, 0.0], [0.1, 0.1, 0.1], [0.1, 0.0, 0.0], [0.0, 0.0, 0.0], [0.0, 0.0, 0.0], [0.0, 0.0, 0.0], [0.0, 0.0, 0.0], [-0.1, -0.1, 0.0], [0.1, -0.1, 0.1], [-0.1, 0.0, 0.0], [0.0, 0.0, 0.0], [0.0, 0.0, 0.0], [0.0, 0.0, 0.0], [0.0, 0.0, 0.0], [0.0, 0.0, 0.0], [0.0, 0.1, 0.0], [0.0, 0.0, 0.0], [0.0, 0.0, 0.0], [0.0, 0.0, 0.0], [0.0, 0.0, 0.0], [0.0, 0.0, 0.0], [0.1, 0.0, 0.0], [0.0, 0.0, 0.0], [0.0, 0.0, 0.0], [0.0, 0.0, 0.0], [0.0, 0.0, 0.0], [0.0, 0.2, -0.1], [0.4, 0.0, 0.2], [0.0, -0.1, -0.1], [-0.1, 0.0, 0.0], [0.0, 0.0, 0.0], [0.1, 0.1, 0.0], [-0.1, -0.1, 0.0], [0.1, 0.2, 0.1], [0.0, -0.1, 0.0], [0.0, -0.1, 0.0], [0.0, 0.0, 0.0], [0.0, 0.1, 0.0], [0.0, -0.1, 0.0], [0.0, 0.2, -0.1], [0.0, 0.0, 0.0], [0.0, 0.0, 0.0], [0.0, 0.0, 0.0], [0.0, 0.0, 0.0], [0.0, 0.0, 0.0], [0.0, 0.0, 0.0], [0.0, 0.0, 0.0], [0.0, 0.0, 0.0], [0.0, 0.0, 0.0], [0.0, 0.0, 0.0], [0.0, 0.0, 0.0], [0.0, 0.0, 0.0], [0.0, 0.0, 0.0], [0.0, 0.0, 0.0], [0.0, 0.0, 0.0], [0.0, 0.0, 0.0], [0.0, 0.0, 0.0], [0.0, 0.0, 0.0], [0.0, 0.0, 0.0], [0.0, 0.0, 0.0], [0.0, 0.0, 0.0], [0.0, 0.0, 0.0], [0.0, 0.0, 0.0], [0.0, 0.0, 0.0], [0.0, 0.0, 0.0], [0.0, 0.0, 0.0], [0.0, 0.0, 0.0], [0.0, 0.0, 0.0], [0.0, 0.0, 0.0], [0.0, 0.0, 0.0], [0.0, 0.0, 0.0], [0.0, -0.1, 0.0], [0.0, 0.0, 0.1], [0.0, 0.0, 0.0], [0.0, 0.0, 0.0], [0.0, 0.0, 0.0], [0.0, 0.0, 0.0], [0.0, 0.0, 0.0], [0.0, 0.0, 0.0], [0.0, 0.0, 0.0], [0.0, 0.0, 0.0], [0.0, -0.1, 0.0], [0.0, 0.0, 0.0], [0.0, 0.0, 0.0], [-0.1, 0.1, 0.0], [0.3, 0.0, 0.0], [0.1, 0.0, 0.0], [0.0, 0.0, 0.0], [0.0, 0.0, 0.0], [0.0, 0.0, 0.0], [0.0, 0.0, 0.0], [0.0, 0.0, -0.1], [0.0, 0.0, 0.0], [0.0, 0.0, 0.0]],
  "orbital_gap_ha": [0.2467, 0.2705],
  "relative_energy_kcal_mol": 2.7,
  "multiplicity": 3,
  "e_homo_ev": [-9.042, -10.841],
  "total_charge": 1,
  "mol_weight_g_mol": 859.272
}


{
  "formula": "C58H61F8NO4",
  "method": "ωB97M-V/def2-TZVPD",
  "symbols": ["C", "C", "C", "C", "C", "O", "C", "C", "C", "C", "N", "C", "C", "C", "O", "C", "C", "C", "O", "O", "C", "F", "H", "H", "H", "H", "H", "H", "H", "H", "H", "H", "H", "H", "H", "H", "H", "H", "H", "H", "H", "H", "H", "H", "H", "H", "H", "H", "F", "C", "C", "C", "C", "C", "C", "H", "H", "H", "H", "H", "F", "C", "C", "C", "C", "C", "C", "H", "H", "H", "H", "H", "F", "C", "C", "C", "C", "C", "C", "H", "H", "H", "H", "H", "F", "C", "C", "C", "C", "C", "C", "H", "H", "H", "H", "H", "F", "C", "C", "C", "C", "C", "C", "H", "H", "H", "H", "H", "F", "C", "C", "C", "C", "C", "C", "H", "H", "H", "H", "H", "F", "C", "C", "C", "C", "C", "C", "H", "H", "H", "H", "H"],
  "coordinates": [[0.321, -1.440, -2.195], [-0.753, -0.502, -2.984], [-1.885, -1.496, -3.541], [-3.238, -0.725, -4.029], [-4.514, -1.038, -3.112], [-5.642, -1.251, -4.026], [-6.055, -2.639, -4.040], [-7.037, -2.854, -2.802], [-6.565, -3.303, -1.365], [-7.672, -3.406, -0.302], [-9.060, -3.148, -0.375], [-9.543, -2.762, -1.652], [-8.579, -2.607, -2.837], [-4.819, 0.031, -1.959], [-3.973, 1.213, -2.006], [-6.340, 0.599, -2.100], [-6.516, 1.657, -3.295], [-8.025, 1.431, -3.880], [-8.027, 0.498, -5.015], [-4.781, -0.543, -0.608], [-3.461, -0.991, -0.287], [-3.038, -0.494, 1.015], [-0.264, -2.251, -1.614], [0.973, -1.985, -2.958], [0.926, -0.857, -1.421], [-0.231, 0.065, -3.836], [-1.145, 0.255, -2.219], [-2.137, -2.334, -2.783], [-1.406, -2.049, -4.438], [-3.031, 0.379, -4.220], [-3.468, -1.184, -5.066], [-4.319, -2.075, -2.635], [-6.677, -2.794, -5.002], [-5.195, -3.389, -4.104], [-5.456, -3.515, -1.156], [-7.301, -3.753, 0.734], [-10.656, -2.525, -1.815], [-9.031, -2.274, -3.840], [-4.444, 1.941, -1.537], [-6.511, 1.190, -1.118], [-7.124, -0.227, -2.103], [-5.748, 1.517, -4.134], [-6.511, 2.739, -2.911], [-8.671, 0.903, -3.078], [-8.561, 2.412, -4.113], [-7.153, 0.592, -5.448], [-3.498, -2.137, -0.168], [-2.655, -0.717, -1.042], [2.558, -1.029, 3.842], [1.276, -0.734, 4.120], [0.932, -0.338, 5.403], [-0.394, -0.028, 5.690], [-1.362, -0.129, 4.692], [-1.005, -0.532, 3.409], [0.322, -0.832, 3.119], [1.697, -0.274, 6.168], [-0.673, 0.290, 6.689], [-2.397, 0.109, 4.918], [-1.760, -0.614, 2.634], [0.619, -1.139, 2.123], [-2.777, -6.198, 8.318], [-2.268, -5.278, 7.484], [-2.916, -4.062, 7.333], [-2.386, -3.107, 6.472], [-1.219, -3.383, 5.763], [-0.579, -4.610, 5.919], [-1.103, -5.561, 6.788], [-3.828, -3.869, 7.886], [-2.881, -2.149, 6.352], [-0.808, -2.639, 5.089], [0.328, -4.825, 5.363], [-0.614, -6.518, 6.928], [2.584, -3.262, 9.143], [3.699, -2.897, 8.493], [3.766, -3.049, 7.117], [4.920, -2.666, 6.441], [5.999, -2.145, 7.152], [5.923, -2.001, 8.534], [4.764, -2.374, 9.209], [2.919, -3.464, 6.582], [4.980, -2.774, 5.364], [6.901, -1.851, 6.625], [6.765, -1.599, 9.087], [4.684, -2.260, 10.283], [1.735, 1.659, -2.023], [2.220, 1.957, -0.800], [2.382, 3.284, -0.434], [2.878, 3.589, 0.830], [3.216, 2.564, 1.710], [3.054, 1.235, 1.331], [2.548, 0.929, 0.072], [2.123, 4.068, -1.132], [3.002, 4.625, 1.129], [3.607, 2.803, 2.694], [3.321, 0.437, 2.016], [2.407, -0.100, -0.236], [4.391, -1.775, -1.580], [4.898, -0.881, -2.446], [5.590, 0.218, -1.962], [6.120, 1.142, -2.858], [5.941, 0.960, -4.227], [5.239, -0.145, -4.702], [4.719, -1.074, -3.807], [5.712, 0.346, -0.893], [6.670, 2.002, -2.489], [6.350, 1.683, -4.926], [5.098, -0.282, -5.769], [4.178, -1.945, -4.158], [0.129, 6.673, -3.854], [-0.532, 5.560, -3.496], [0.168, 4.503, -2.936], [-0.516, 3.350, -2.560], [-1.894, 3.267, -2.759], [-2.585, 4.335, -3.327], [-1.902, 5.490, -3.693], [1.239, 4.585, -2.798], [0.022, 2.521, -2.113], [-2.430, 2.368, -2.472], [-3.657, 4.267, -3.485], [-2.425, 6.333, -4.128], [7.416, 3.704, -1.817], [8.656, 4.064, -2.191], [9.743, 3.343, -1.723], [11.026, 3.712, -2.114], [11.207, 4.804, -2.960], [10.107, 5.523, -3.419], [8.823, 5.148, -3.038], [9.583, 2.502, -1.059], [11.884, 3.151, -1.760], [12.208, 5.094, -3.261], [10.250, 6.375, -4.075], [7.955, 5.690, -3.393]],
  "forces_ev_per_a": [[-0.7, 0.0, -0.1], [0.6, -1.2, 1.0], [0.2, 0.7, -0.5], [0.6, -1.1, -0.8], [1.4, -0.8, -0.5], [0.8, -0.7, 0.9], [-2.0, 0.0, -0.1], [-2.5, -1.1, 4.2], [-3.7, 1.1, -2.0], [1.0, 0.2, -1.1], [2.2, 0.3, -3.4], [3.8, -0.1, -0.7], [1.1, -0.4, 0.9], [-2.7, 1.6, 0.2], [-0.8, -1.4, 0.1], [0.8, 0.6, 1.0], [-1.8, -0.5, -0.1], [0.1, -0.6, 0.5], [0.7, 1.2, 0.7], [2.2, 0.1, -1.2], [0.1, -1.3, 0.7], [-1.0, -0.4, -2.3], [0.9, 1.3, -0.9], [-0.6, 0.8, 1.2], [-0.7, -0.8, -1.4], [-0.9, -0.8, 1.3], [0.3, -0.9, -1.3], [0.4, 1.5, -1.0], [-0.9, 0.9, 1.3], [-0.4, -1.4, 0.6], [0.1, 0.8, 1.7], [-0.2, 1.9, -0.4], [1.0, 0.4, 1.5], [-1.0, 1.1, 0.5], [-2.1, 0.3, -0.1], [-0.8, 0.7, -1.8], [2.0, -0.5, 0.5], [0.8, -0.5, 1.7], [0.4, -0.9, -0.3], [0.3, -1.1, -1.4], [1.3, 1.0, -0.3], [-1.1, 0.3, 1.2], [0.4, -1.6, -0.5], [1.1, 0.9, -1.2], [0.9, -1.2, -0.1], [-0.8, -0.2, 0.4], [0.1, 1.7, 0.0], [-1.2, 0.0, 1.1], [0.2, -0.1, 0.0], [-0.9, 0.2, 0.2], [0.2, 0.0, 0.1], [-0.1, 0.0, -0.4], [0.1, 0.1, 0.1], [0.0, 0.1, 0.2], [0.1, -0.1, -0.1], [0.0, 0.0, -0.1], [0.1, -0.1, -0.1], [0.1, 0.0, -0.1], [0.2, 0.0, 0.2], [0.0, 0.0, 0.1], [-0.1, -0.1, 0.1], [0.3, 0.5, -0.5], [-0.1, 0.0, 0.1], [0.2, -0.3, 0.0], [0.1, 0.0, -0.1], [-0.3, 0.1, 0.2], [0.1, -0.2, 0.0], [0.1, -0.1, 0.0], [0.0, -0.1, 0.0], [0.0, -0.1, 0.1], [-0.1, 0.0, 0.1], [-0.1, 0.0, 0.0], [-0.1, 0.0, 0.1], [0.6, 0.2, -0.4], [-0.2, -0.1, -0.1], [0.1, 0.1, 0.3], [0.0, 0.0, 0.0], [-0.2, -0.1, -0.2], [0.0, 0.0, 0.2], [0.0, 0.0, 0.1], [-0.1, 0.0, 0.1], [-0.1, 0.0, 0.1], [-0.1, 0.0, 0.0], [0.0, 0.0, -0.1], [0.4, -0.3, 0.0], [0.4, 0.1, 0.8], [0.0, 0.0, -0.2], [0.0, -0.4, 0.0], [0.0, 0.1, 0.0], [0.0, 0.2, -0.1], [-0.1, -0.1, -0.1], [0.0, -0.1, 0.1], [0.0, -0.1, -0.1], [0.0, 0.0, -0.1], [-0.1, 0.1, -0.1], [0.1, 0.0, 0.0], [-0.1, -0.1, 0.1], [0.3, 0.6, -0.5], [0.0, -0.1, 0.2], [-0.1, -0.2, -0.2], [0.0, 0.0, 0.0], [0.1, 0.1, 0.3], [-0.1, -0.2, 0.0], [0.0, 0.0, 0.0], [-0.2, -0.3, -0.1], [0.0, -0.1, 0.1], [0.0, 0.0, 0.1], [0.0, 0.0, 0.1], [0.1, 0.1, 0.0], [-0.4, -0.7, 0.2], [0.1, 0.0, 0.0], [-0.4, 0.3, -0.1], [0.1, 0.0, 0.0], [0.3, -0.1, 0.1], [-0.1, 0.2, -0.1], [-0.1, 0.1, -0.1], [-0.3, 0.4, -0.2], [0.3, 0.2, -0.1], [0.1, 0.0, 0.0], [0.1, 0.0, 0.0], [-0.1, 0.2, 0.2], [0.9, 0.3, -0.2], [-0.1, -0.2, 0.1], [-0.2, 0.2, -0.2], [0.0, 0.0, 0.0], [0.1, -0.3, 0.2], [-0.2, 0.1, 0.0], [0.0, 0.0, 0.0], [-0.1, 0.0, 0.0], [-0.1, 0.0, 0.0], [-0.1, -0.1, 0.1], [0.0, 0.0, 0.1]],
  "orbital_gap_ha": 0.3363,
  "multiplicity": 1,
  "e_homo_ev": -9.029,
  "smiles": "CCCC[C@H](OCc1ccncc1)[C@@](O)(CCCO)OCF.Fc1ccccc1.Fc1ccccc1.Fc1ccccc1.Fc1ccccc1.Fc1ccccc1.Fc1ccccc1.Fc1ccccc1",
  "mol_weight_g_mol": 988.113
}


Total energy: -89557.01478; -92548.50649 (eV)